No. 1
Below is a 2-piece molecular cluster, C4H16NO6P2 overall, with properties calculated with ωB97M-V/def2-TZVPD.

Calculated values
E_tot, eV: -36761.3285
Orbital gap, eV: 6.97
Net charge: -1
HOMO level, eV: -4.4

XYZ file:
```
29
C4H16NO6P2, DFT ωB97M-V/def2-TZVPD
H 0.97104 -1.70379 -1.55315
H -3.09943 0.70127 -0.67825
C 2.78712 2.77653 1.44276
O -3.00234 -0.43288 0.99175
H 2.08001 2.57052 0.64085
H 3.82579 4.36910 0.41735
H 2.29267 3.44477 2.15684
P -2.56759 -2.45407 -1.97784
H 4.52872 2.75986 0.17741
O 1.22520 -1.20830 -0.75961
H -1.66254 -3.37856 -2.61371
C -2.77450 -0.31063 -0.41650
O 3.03465 1.51244 2.04292
P -0.06098 -1.34383 0.28183
O -1.25131 -1.23898 -1.98736
H 3.64001 1.62290 2.78177
H -0.86454 0.53262 -0.99902
C 4.05140 3.41850 0.90346
H -2.13512 -2.90443 -0.67646
H 0.08550 -0.21364 2.22941
N 0.48147 -0.02961 1.30936
O -3.89784 -3.53339 -1.97004
H 1.48527 -0.12234 1.44631
H -3.87693 -3.99358 -1.12002
H -3.04745 -1.95644 -3.21582
H -2.23074 -0.83286 1.40148
O -3.50889 -1.19538 -1.14197
H 4.76603 3.61204 1.70832
C -1.27471 -0.46782 -0.82209
```



No. 2
Below is a 2-piece molecular cluster, C4H16NSi2 overall, with properties calculated with ωB97M-V/def2-TZVPD.

Calculated values
E_tot, eV: -21643.5717
Orbital gap, eV: 9.46
Net charge: +1
HOMO level, eV: -14.5

XYZ file:
```
23
C4H16NSi2, DFT ωB97M-V/def2-TZVPD
H 0.14808 -1.83732 -0.83971
H -0.09161 -1.76390 3.32742
C -0.57638 -1.61892 -0.14749
H 0.52977 -3.01911 2.00442
H 0.18777 2.86521 1.14187
H 0.01619 -0.08530 -2.65432
H 1.52041 1.41633 -4.16693
H -1.40679 1.68980 -0.28339
Si 0.54553 1.29620 -3.18098
H -0.46546 2.18413 -3.41550
H -1.15604 -0.82264 -0.65987
C -0.20250 -2.19111 2.33442
H -1.68225 0.16314 1.89560
H 1.46631 3.00721 -1.47449
H 2.10721 1.33848 -1.20319
H 1.07353 -0.86381 1.21799
C -0.02823 -1.10417 1.26152
Si 0.06182 1.83818 0.06644
C 1.19858 1.90083 -1.48901
H -1.23201 -2.46644 2.18403
H -0.04007 0.39942 2.57503
N -0.69612 0.14171 1.73592
H -1.27771 -2.46793 -0.22980
```



No. 3
Below is a 4-piece molecular cluster, C4H16O3 overall, with properties calculated with ωB97M-V/def2-TZVPD.

Calculated values
⟨S²⟩: 0.75
Multiplicity: 2
E_tot, eV: -10549.5188
Orbital gap (alpha / beta), eV: 3.22 / 10.98
Net charge: -1
HOMO level (alpha / beta), eV: 0.4 / -7.5

XYZ file:
```
23
C4H16O3, DFT ωB97M-V/def2-TZVPD
H 2.11587 1.00428 -1.02272
H 0.37561 2.35680 -0.19532
H -2.96347 0.27135 2.45290
H -1.42634 0.64749 0.55700
H -1.48380 -0.04087 -2.32768
O 2.74648 0.39668 -1.45266
H -3.02736 0.56354 -0.10554
H 2.32793 0.00008 1.76975
O 3.12302 -0.32534 1.33252
C -2.80614 -0.52218 1.71212
H -0.13756 -0.20990 -1.25164
H 2.99574 -0.02685 0.41736
H -3.85226 -0.85978 1.64906
H -0.66817 -1.56147 -2.35930
C -1.93224 -1.18081 -0.59817
H 1.14304 2.26704 1.13488
C -0.96683 -0.74303 -1.69020
H -2.87192 -1.50796 -1.06069
H 2.29803 -0.45520 -1.49241
H -2.16267 -1.31139 2.08699
O 1.14433 1.91119 0.21883
C -2.25763 -0.04080 0.37832
H -1.64069 -2.04890 0.01578
```



No. 4
Below is a 4-piece molecular cluster, C4H16O3 overall, with properties calculated with ωB97M-V/def2-TZVPD.

Calculated values
⟨S²⟩: 0.75
Multiplicity: 2
E_tot, eV: -10538.9157
Orbital gap (alpha / beta), eV: 11.94 / 3.92
Net charge: +1
HOMO level (alpha / beta), eV: -15.1 / -14.5

XYZ file:
```
23
C4H16O3, DFT ωB97M-V/def2-TZVPD
C 0.79186 0.03250 -1.68871
H 0.94768 -1.59894 0.31929
H -1.01132 0.73896 1.20948
O 2.16761 0.01413 1.61670
H -1.10139 2.80084 -0.73973
H -0.66142 -3.19229 1.22382
H 2.89459 -0.46842 1.25632
O -1.63822 1.47489 1.24580
H 1.29427 -0.67539 -2.35787
H -1.19826 0.19112 -0.88503
H -1.72940 -2.94482 -0.17242
H -2.50503 1.08503 1.19528
C -0.11412 -1.52411 0.06664
H -0.08964 -3.62099 -0.41978
O -0.17806 3.07731 -0.82776
H 0.29717 2.32685 -0.45897
H -0.43722 -0.96794 0.99665
H 1.51438 0.33757 -0.92318
C -0.44382 -0.60498 -1.08942
H 0.51236 0.90156 -2.28953
H 2.37448 -0.02790 2.57727
C -0.69416 -2.92314 0.16498
H -1.02811 -1.19943 -1.82723
```



No. 5
Below is a 5-piece molecular cluster, C4H16O4 overall, with properties calculated with ωB97M-V/def2-TZVPD.

Calculated values
⟨S²⟩: 0.75
Multiplicity: 2
E_tot, eV: -12596.1271
Orbital gap (alpha / beta), eV: 3.05 / 9.57
Net charge: -1
HOMO level (alpha / beta), eV: 0.4 / -6.3

XYZ file:
```
24
C4H16O4, DFT ωB97M-V/def2-TZVPD
H 2.54187 -1.72011 -1.50781
O -0.24173 -1.49194 2.48873
H 1.27555 -0.85826 -2.02610
H -0.34376 2.96626 2.00398
H -1.93891 -2.80520 0.09902
C -0.32547 1.97534 -1.18590
H -1.42212 0.23258 -1.95179
H 0.30056 -0.66680 2.45628
H -0.67200 1.26009 -3.21494
H 0.61721 2.34031 -1.59599
O -1.57958 -3.23912 0.89433
C -0.58441 1.96502 0.12373
O 1.94914 -2.21109 0.75200
H 1.80993 -3.04550 0.28911
C 0.25470 2.60166 1.16955
H 1.02544 1.87379 1.44036
H -1.01283 -2.54026 1.30923
C -1.13785 1.24601 -2.22660
H 1.11329 -2.16957 1.24434
H 0.84969 3.45910 0.82452
H -2.00622 1.87923 -2.47750
H -1.53890 1.49562 0.34624
O 2.11791 -1.27942 -2.25622
H -1.05152 -1.26775 3.00144
```



No. 6
Below is a 4-piece molecular cluster, C4H16O4 overall, with properties calculated with ωB97M-V/def2-TZVPD.

Calculated values
⟨S²⟩: 0.75
Multiplicity: 2
E_tot, eV: -12586.8470
Orbital gap (alpha / beta), eV: 11.65 / 5.11
Net charge: +1
HOMO level (alpha / beta), eV: -14.9 / -14.9

XYZ file:
```
24
C4H16O4, DFT ωB97M-V/def2-TZVPD
H -1.08501 1.54839 -0.95556
H -0.13880 1.87061 1.08081
H 0.16390 -1.62877 -2.53669
H 1.65380 -2.97867 0.76196
H -0.29305 2.39457 3.40622
H 1.42197 -2.18081 1.99507
H -2.62647 -0.43021 -0.78095
C -0.66631 0.63491 -0.51772
C 0.27605 0.95092 0.66392
H 2.01288 1.88518 -0.32971
O -1.18102 2.06730 3.27587
H 2.15056 0.13326 -0.08246
H 2.35210 1.24775 1.23120
H -1.24241 -1.43594 -0.18623
H -0.75705 -1.06390 -3.60864
O -0.35256 -1.88563 -3.30537
C -1.71222 -0.45355 -0.20297
H 0.16140 0.13935 1.38238
H -1.18271 1.11065 3.20113
O 1.49351 -2.10825 1.03575
H -1.97132 -0.25273 0.83284
O 0.11022 0.21402 -1.66047
C 1.75518 1.06069 0.34028
H 0.85225 -0.27360 -1.22038
```



No. 7
Below is a 4-piece molecular cluster, C4H16O4 overall, with properties calculated with ωB97M-V/def2-TZVPD.

Calculated values
⟨S²⟩: 0.76
Multiplicity: 2
E_tot, eV: -12585.2668
Orbital gap (alpha / beta), eV: 9.58 / 2.56
Net charge: +1
HOMO level (alpha / beta), eV: -12.5 / -12.5

XYZ file:
```
24
C4H16O4, DFT ωB97M-V/def2-TZVPD
C 3.25231 -3.22317 1.83475
H 0.09483 -0.92591 1.00011
H -1.00284 -1.68225 -0.05311
O 3.61039 -3.54109 0.54439
H 3.81387 -2.39663 2.27017
H 2.22342 -2.87582 1.74079
H 0.20536 3.61711 -0.59969
O -0.23081 2.90047 1.29978
O -1.94284 0.59548 -2.26079
H 3.31298 -4.08997 2.49282
H 0.76337 2.02983 -0.15407
H -1.35893 -1.52010 1.76234
H 1.57473 3.50942 0.54464
H -3.62587 1.63970 -1.65173
C 0.64289 3.04666 0.21961
H -1.86810 0.15917 -3.11265
H -1.68476 0.12479 -0.48645
O -1.51691 0.16499 0.45791
H -2.34913 2.58919 -2.49996
H -3.35698 1.37522 -3.38538
H -0.85713 2.25864 0.95716
C -2.87603 1.63670 -2.44283
H 4.15107 -4.32357 0.67473
C -0.97491 -1.06883 0.84746
```



No. 8
Below is a 2-piece molecular cluster, C4H16Si3 overall, with properties calculated with ωB97M-V/def2-TZVPD.

Calculated values
E_tot, eV: -28036.6022
Orbital gap, eV: 6.94
Net charge: 0
HOMO level, eV: -8.0

XYZ file:
```
23
C4H16Si3, DFT ωB97M-V/def2-TZVPD
H -2.93061 0.87041 2.03197
H -0.12881 -3.06956 -1.80338
H -3.93446 1.82933 0.12016
C 0.38704 -1.09269 1.54078
H 1.65918 2.79747 -1.45821
C 1.44841 2.38251 -0.44949
H -1.01272 -2.99515 -0.33320
H 2.27861 -2.21523 -1.56911
H -1.60945 -2.04036 -1.62236
C 2.10921 -1.64997 -0.64825
H -0.37658 1.49785 -2.14509
H 2.82683 -0.83865 -0.67533
H -0.47251 -0.63978 1.98466
Si 0.38173 -0.90395 -0.41784
H 2.44484 -2.26109 0.19215
H 1.27648 3.25171 0.27043
H 0.31804 -2.16446 1.90905
Si -0.20324 1.29498 -0.67612
H 2.15826 1.74922 -0.13439
H 1.35701 -0.81215 1.96567
Si -2.98024 2.01261 1.26197
H -3.19625 3.35974 1.72165
C -0.63945 -2.33948 -1.22932
```



No. 9
Below is C4H17CdINO4 as an isolated structure, with properties calculated with ωB97M-V/def2-TZVPD.

Calculated values
E_tot, eV: -26762.2397
Orbital gap, eV: 7.06
Net charge: +1
HOMO level, eV: -10.7

XYZ file:
```
28
C4H17CdINO4, DFT ωB97M-V/def2-TZVPD
C -2.93366 -0.80483 1.15832
H -3.66437 -0.14129 1.62078
H -1.78616 1.85335 0.97859
H -2.64243 -1.47511 1.96703
I 2.39012 -0.56585 2.30606
H 3.44819 -0.41897 -1.89773
H -0.76572 0.74834 2.08434
H -3.59652 -1.38299 0.51456
H -0.98880 -1.92717 1.02417
H 3.49206 1.00861 -1.39572
C -1.05032 1.05536 1.07795
H -0.12246 0.60927 -2.29449
O 1.89134 -2.27348 -0.70319
H -1.16740 -1.93200 -0.44605
H 1.55551 2.98957 0.20292
H 0.69854 -0.49881 -2.91900
C -1.68793 -0.17484 0.39942
O 3.02541 0.18052 -1.28283
O 0.46881 -0.11068 -2.07472
Cd 1.18583 -0.38958 -0.16941
H -0.02653 3.25370 -0.21301
H 2.30283 -2.29280 -1.56720
O 0.12794 1.28925 0.33936
C 0.55554 2.68715 0.51384
N -0.79648 -1.30420 0.25279
H 1.69314 -3.19004 -0.51122
H 0.42444 2.93388 1.56743
H -2.03092 0.27363 -0.53297
```



No. 10
Below is a 3-piece molecular cluster, C4H17N2O2 overall, with properties calculated with ωB97M-V/def2-TZVPD.

Calculated values
⟨S²⟩: 0.75
Multiplicity: 2
E_tot, eV: -11494.5353
Orbital gap (alpha / beta), eV: 2.88 / 9.57
Net charge: 0
HOMO level (alpha / beta), eV: -2.4 / -9.3

XYZ file:
```
25
C4H17N2O2, DFT ωB97M-V/def2-TZVPD
C 0.53463 1.54393 -2.34841
H 3.17802 0.66335 1.43033
H -0.02443 1.29953 0.99362
H -3.72226 -2.64861 2.77567
H 0.36130 -2.25344 0.34155
H 1.75998 -0.31605 -0.70642
C 0.15764 -1.17388 0.39407
H 0.41874 -1.04520 -1.68518
H -0.95424 0.75563 -1.13934
H -1.84918 -1.46460 0.02151
H -0.38741 2.72129 0.06352
H -1.54458 -1.21677 1.56762
N 0.10717 0.92976 -1.04954
H -0.35526 1.62088 -2.97394
H 0.78414 2.60124 -2.17993
O -3.92605 -1.90660 2.18878
O 3.02556 -0.16482 0.99437
H 3.67719 -0.85232 1.15994
C 0.27559 1.83390 0.09418
N -1.25836 -0.91618 0.63937
H 1.52050 1.21187 -2.65819
C 0.67894 -0.42080 -0.81501
H 1.24721 2.32091 0.17427
H 0.69692 -0.81754 1.27538
H -4.40175 -2.30547 1.44178
```